# C26H26ClFN4O4S

An isolated molecule of C26H26ClFN4O4S in a non-equilibrium geometry (the ωB97M-V functional and the def2-TZVPD basis, the Open Molecules 2025 dataset).

Calculated values
Max |F| = 1.04 eV/Å
SMILES string = CN(CC(=O)Nc1ccccc1Cl)C(=O)c1cccc(S(=O)(=O)N2CCN(c3ccc(F)cc3)CC2)c1
Calculated total energy = -67609.9423 eV
Spin multiplicity = 1
HOMO-LUMO gap = 7.943 eV

Last column: Löwdin charge in e.
Positions of all 63 atoms, in Å:
1 C -3.80 -0.67 -1.89  -0.025
2 N -4.41 -0.35 -0.63  -0.105
3 C -5.16 0.89 -0.59  -0.048
4 C -4.19 2.08 -0.66  -0.440
5 O -4.33 2.97 -1.47  0.081
6 N -3.18 1.98 0.25  0.135
7 C -2.03 2.76 0.37  -0.226
8 C -1.84 3.94 -0.35  -0.006
9 C -0.67 4.67 -0.20  -0.071
10 C 0.31 4.25 0.68  -0.091
11 C 0.14 3.08 1.40  -0.098
12 C -1.03 2.35 1.25  -0.543
13 Cl -1.22 0.89 2.19  0.807
14 C -4.27 -1.06 0.51  -0.437
15 O -4.96 -0.88 1.49  0.082
16 C -3.10 -2.00 0.59  -0.131
17 C -3.20 -3.24 1.21  0.003
18 C -2.06 -3.96 1.52  -0.048
19 C -0.80 -3.42 1.27  -0.041
20 C -0.71 -2.18 0.66  -0.254
21 S 0.86 -1.35 0.43  0.672
22 O 0.60 -0.14 -0.30  -0.290
23 O 1.52 -1.27 1.70  -0.261
24 N 1.66 -2.45 -0.57  -0.218
25 C 2.74 -3.18 0.07  -0.170
26 C 3.96 -2.26 0.32  -0.143
27 N 3.97 -1.17 -0.63  -0.096
28 C 3.82 0.14 -0.20  -0.236
29 C 4.42 0.55 1.00  -0.015
30 C 4.34 1.85 1.43  -0.006
31 C 3.67 2.78 0.66  -0.293
32 F 3.60 4.07 1.08  0.034
33 C 3.09 2.42 -0.54  -0.009
34 C 3.16 1.11 -0.96  -0.028
35 C 3.51 -1.59 -1.93  -0.134
36 C 2.02 -1.98 -1.89  -0.162
37 C -1.84 -1.49 0.30  -0.074
38 H -3.36 -1.66 -1.86  0.096
39 H -4.56 -0.64 -2.68  0.100
40 H -3.02 0.06 -2.15  0.101
41 H -5.85 0.96 -1.43  0.135
42 H -5.71 0.92 0.35  0.133
43 H -3.22 1.22 0.92  0.089
44 H -2.61 4.26 -1.03  0.101
45 H -0.54 5.58 -0.76  0.105
46 H 1.22 4.82 0.80  0.097
47 H 0.90 2.73 2.08  0.110
48 H -4.18 -3.62 1.47  0.124
49 H -2.14 -4.92 2.00  0.109
50 H 0.09 -3.94 1.57  0.110
51 H 2.99 -4.02 -0.58  0.128
52 H 2.36 -3.56 1.02  0.108
53 H 3.88 -1.86 1.33  0.099
54 H 4.88 -2.84 0.22  0.126
55 H 4.97 -0.16 1.60  0.110
56 H 4.80 2.16 2.36  0.118
57 H 2.57 3.16 -1.13  0.119
58 H 2.68 0.86 -1.89  0.102
59 H 3.70 -0.81 -2.67  0.122
60 H 4.11 -2.46 -2.21  0.125
61 H 1.80 -2.77 -2.62  0.124
62 H 1.38 -1.12 -2.10  0.102
63 H -1.71 -0.53 -0.17  0.090